The following is a quantum chemistry calculation of a 14-piece molecular cluster, C4H37NO13 overall, from OMol25.

Element x y z (Å)
C1 2.36754 -4.38805 0.86253
C2 1.66827 -3.08786 1.20839
C3 0.15215 -2.98094 0.83507
C4 0.07794 -2.51824 -0.63955
N1 -0.64604 -1.24853 -0.90019
H1 3.23791 -4.29410 1.52936
H2 2.76599 -4.38409 -0.19527
H3 1.76596 -5.20854 1.22202
H4 1.90687 -2.70983 2.23819
H5 1.96579 -2.05015 0.80669
H6 -0.33698 -3.94037 1.10525
H7 -0.47569 -2.32649 1.44667
H8 -0.26999 -3.37044 -1.28605
H9 1.10669 -2.52381 -0.94779
H10 -1.49123 -1.51001 -1.37833
H11 -0.72030 -0.82459 -0.00117
H12 -3.70385 0.56602 -1.83110
H13 -4.60619 -0.68224 -1.19086
O1 -3.87666 -0.39259 -1.73853
H14 -2.09257 -0.09516 -3.77252
H15 -0.79664 0.69981 -3.42131
O2 -1.56552 0.67466 -4.02050
H16 1.80168 1.22852 1.85736
H17 3.18795 2.13099 1.97084
O3 2.73213 1.37269 1.59221
H18 -2.21250 2.32255 -2.06327
H19 -2.76064 1.51338 -3.30632
O4 -3.03982 2.06109 -2.50221
H20 -0.37542 1.88335 1.75234
H21 -0.14246 0.33791 2.02901
O5 0.12241 1.20614 2.33091
H22 0.20670 3.86971 -1.61772
H23 0.32429 2.22898 -1.51079
O6 -0.25374 3.05553 -1.38695
H24 2.81278 1.75135 -1.02826
H25 3.78675 2.90699 -1.21568
O7 3.27375 2.26365 -1.71657
H26 -1.66373 1.13656 3.73925
H27 -1.83662 0.31899 5.11747
O8 -2.18241 0.50648 4.24593
H28 -2.84373 0.23887 2.00783
H29 -3.01666 0.12724 0.38121
O9 -2.73286 0.64692 1.14078
H30 1.25460 0.72219 -2.83026
H31 0.39517 -0.01779 -1.59857
O10 0.47595 0.73184 -2.24486
H32 -1.16569 2.98518 0.14509
H33 -2.17723 2.30757 1.16951
O11 -1.34126 2.84026 1.12499
H34 1.10384 1.10185 5.32534
H35 0.74394 -0.14381 4.55508
O12 0.38224 0.47704 5.19597
H36 2.51741 1.44507 -4.43878
H37 3.47710 0.33358 -4.30329
O13 2.71263 0.70464 -3.84861

The HOMO energy is -10.19 eV. Its frontier orbital gap is 10.452 eV. As for the total charge: 0. The strongest force on any atom is 4.4 eV/Å.

Löwdin population analysis, charges in e, atoms 1 to 2: -0.10, -0.30

The following is a quantum chemistry calculation of a 15-piece molecular cluster, C4H38N2O15 overall, from OMol25.

Element x y z (Å)
C1 0.76485 -1.03202 0.35106
C2 -0.15053 -0.02742 1.03338
N1 0.56240 0.49101 2.23391
C3 0.40856 1.94255 2.33422
C4 1.03408 2.59280 1.10723
N2 2.36668 2.42989 0.98262
O1 0.34781 2.99758 0.17029
H1 1.67268 -0.60239 -0.04450
H2 0.99839 -1.76995 1.12171
H3 0.17947 -1.67059 -0.29842
H4 -0.33687 0.86196 0.44140
H5 -1.09982 -0.47131 1.34696
H6 0.43012 0.03496 3.12192
H7 -0.60884 2.22222 2.63656
H8 0.91518 2.28524 3.25195
H9 2.92895 2.51236 1.81235
H10 2.77705 2.57367 0.04561
H11 -1.20972 -3.81464 0.74171
H12 -1.66255 -2.86481 1.72361
O2 -1.41557 -3.80049 1.70760
H13 3.58288 -1.73631 0.64088
H14 3.44684 -3.33655 1.03407
O3 3.46021 -2.65259 0.38097
H15 -4.26202 1.60146 1.72901
H16 -3.15715 2.54533 1.61158
O4 -3.58945 1.86082 1.08995
H17 2.36503 -3.48225 -2.63484
H18 2.59922 -2.68469 -1.32496
O5 1.92308 -2.93346 -1.98293
H19 2.76201 0.90267 -1.30803
H20 2.24908 2.09091 -2.00517
O6 3.07424 1.76563 -1.60117
H21 0.62185 -3.75440 2.67228
H22 1.67897 -2.59433 2.53578
O7 1.48694 -3.50552 2.32690
H23 3.79133 -0.31209 2.89652
H24 2.65016 0.02355 1.84366
O8 3.14062 -0.67078 2.30750
H25 0.63378 -0.21150 -4.41778
H26 -0.28246 1.01120 -4.13853
O9 -0.24341 0.15339 -4.56078
H27 -4.06311 -0.49283 0.14190
H28 -4.09706 -1.66105 0.98956
O10 -4.51190 -0.78639 0.95451
H29 -1.31043 -3.22868 -1.60932
H30 0.10628 -3.39226 -1.29824
O11 -0.75968 -3.64905 -0.93580
H31 -3.99930 1.26627 -2.18821
H32 -3.56549 1.58941 -0.78798
O12 -3.59751 0.84989 -1.41804
H33 -1.57042 3.45463 0.55966
H34 -1.02059 4.81891 0.51149
O13 -1.87176 4.37479 0.52147
H35 0.92582 3.22571 -3.48384
H36 0.16333 2.95436 -2.15340
O14 0.56847 2.53784 -2.92538
H37 -2.87950 -0.86327 -2.06714
H38 -1.78118 -1.06763 -3.20664
O15 -2.19364 -1.42733 -2.42899

The HOMO energy is -9.41 eV. Its frontier orbital gap is 9.380 eV. As for the total charge: 0. The strongest force on any atom is 2.7 eV/Å.

Löwdin population analysis, charges in e, atoms 1 to 2: -0.07, -0.21